# 1
Computed, not measured: a single CH6N2O2 molecule, with ωB97M-V with the def2-TZVPD basis set.

Calculated values
**Energy above the lowest of the compared OMol25 structures with the same formula, charge and spin**: 468.86 kJ/mol
**SMILES string**: ONCNO
**HOMO**: -9.48 eV
**Max |F|**: 0.7 eV/A
**LUMO energy**: 1.038 eV

```
! wB97M-V def2-TZVPD RIJCOSX def2/J DEFGRID3
* xyz 0 1
C -0.00121 0.30262 0.11962
N -1.16839 -0.53418 -0.11084
N 1.16986 -0.47019 -0.26267
O -2.35313 0.25739 -0.02184
O 2.35214 0.19734 0.17820
H -2.73474 0.05119 0.84248
H 2.72740 0.60416 -0.61493
H -1.14788 -0.86474 -1.07536
H 1.16190 -1.35226 0.24899
H 0.00591 0.58683 1.18445
H -0.01187 1.22185 -0.48810
*
```

Charges per atom according to Löwdin partitioning, unit e: -0.269, -0.110, -0.110, -0.083, -0.083, 0.090, 0.090, 0.115, 0.115, 0.123, 0.123

# 2
Computed, not measured: 5 unconnected molecules or ions with the total composition C21H44N3O14S6, with ωB97M-V with the def2-TZVPD basis set.

Calculated values
**Energy above the lowest of the compared OMol25 structures with the same formula, charge and spin**: 844.91 kJ/mol
**HOMO**: -4.10 eV
**Max |F|**: 8.6 eV/A
**LUMO energy**: 0.995 eV

```
! wB97M-V def2-TZVPD RIJCOSX def2/J DEFGRID3
* xyz -1 1
N -4.68972 5.91556 -1.59967
C -5.98909 5.37523 -1.04484
C -5.68225 4.43740 0.26330
C -5.37865 2.86038 -0.06282
C -4.28884 2.59235 -1.25733
S -2.48068 2.85531 -0.69818
C -1.51285 2.43823 -2.29265
S -0.73013 0.93272 -2.47841
N -1.54293 3.53398 -3.35822
C -0.97316 4.93438 -3.37061
C -1.43209 5.56666 -4.81863
N -2.25143 4.55706 -5.64981
C -2.26208 3.36096 -4.67836
C -6.88209 4.66401 -2.22093
O -8.16339 4.37419 -1.97625
O -6.36221 4.35905 -3.59239
H -4.15515 6.38825 -0.82011
H -4.93685 6.63992 -2.32628
H -6.62053 6.31538 -0.67146
H -6.59676 4.50850 0.99050
H -4.70688 4.87242 0.79647
H -5.00683 2.25183 0.89434
H -6.38662 2.32553 -0.40055
H -4.30551 1.47200 -1.66490
H -4.44038 3.31243 -2.17009
H -0.34866 5.43293 -2.51551
H -1.19958 6.65556 -5.18252
H -2.79548 2.33740 -4.87767
O 3.06744 3.10372 0.37051
S 2.91284 1.67892 0.17512
O 1.86974 0.92039 0.83219
O 4.34353 0.94744 0.44941
C 4.99708 1.17192 1.69039
C 4.35960 0.36528 2.80649
C 2.82699 1.35184 -1.56781
H 5.01406 2.23975 1.93340
H 6.03678 0.85189 1.56818
H 3.34718 0.72076 3.01993
H 4.94609 0.44557 3.72604
H 4.27914 -0.68965 2.52544
H 3.63894 1.88181 -2.06877
H 1.86261 1.71303 -1.93125
H 2.90550 0.27519 -1.73029
O 1.78934 -4.70018 -3.73795
S 0.35580 -4.60941 -3.56812
O -0.44092 -3.62142 -4.26403
O 0.01407 -4.53019 -1.97624
C 0.63338 -3.51795 -1.19561
C -0.02540 -2.16851 -1.41415
C -0.35292 -6.20942 -3.86781
H 1.70828 -3.47174 -1.40070
H 0.51691 -3.80574 -0.14587
H 0.15037 -1.80506 -2.43097
H 0.37260 -1.42582 -0.71702
H -1.10942 -2.23973 -1.27930
H 0.21185 -6.95798 -3.30944
H -0.28718 -6.41172 -4.93895
H -1.39895 -6.19742 -3.55567
O 8.47947 3.82028 4.30712
S 8.26147 2.64950 5.12803
O 7.25815 1.65783 4.80384
O 8.05339 3.11777 6.67547
C 7.04736 4.07685 6.96807
C 5.66536 3.45012 6.96165
C 9.81419 1.81889 5.35446
H 7.10212 4.92208 6.27367
H 7.25724 4.46708 7.96907
H 5.38298 3.13077 5.95408
H 4.91471 4.16412 7.31193
H 5.63922 2.56214 7.60131
H 10.56921 2.55113 5.64577
H 10.08900 1.35381 4.40537
H 9.69708 1.05275 6.12327
O -3.06398 -6.94409 -2.27929
S -3.74201 -6.66604 -1.03226
O -3.02195 -6.32556 0.17636
O -4.76895 -7.88830 -0.70269
C -4.26036 -9.21392 -0.66253
C -3.51166 -9.48148 0.62999
C -4.96976 -5.41647 -1.32099
H -3.62909 -9.41484 -1.53473
H -5.11963 -9.88942 -0.72322
H -2.59374 -8.88858 0.68280
H -3.23622 -10.53706 0.70659
H -4.12303 -9.20839 1.49601
H -5.55082 -5.68723 -2.20425
H -4.45324 -4.46883 -1.48762
H -5.61103 -5.34011 -0.44083
*
```

Charges per atom according to Löwdin partitioning, unit e: -0.021, -0.323, -0.167, -0.241, -0.451, 0.723, -0.918, 0.666, -0.181, -0.046, -0.113, -0.005, -0.078, -0.435, -0.172, -0.298, 0.065, 0.084, 0.138, 0.113, 0.110, 0.108, 0.128, 0.096, 0.067, 0.101, 0.081, 0.128, -0.286, 0.616, -0.293, -0.270, -0.278, -0.074, -0.127, 0.117, 0.122, 0.072, 0.065, 0.085, 0.076, 0.018, 0.075, -0.295, 0.624, -0.286, -0.267, -0.272, -0.117, -0.123, 0.115, 0.125, 0.036, 0.066, 0.086, 0.077, 0.077, 0.037, -0.282, 0.623, -0.293, -0.268, -0.278, -0.075, -0.124, 0.117, 0.122, 0.070, 0.082, 0.086, 0.074, 0.077, 0.075, -0.292, 0.634, -0.281, -0.265, -0.280, -0.079, -0.113, 0.115, 0.123, 0.071, 0.079, 0.086, 0.077, 0.082, 0.077

# 3
Computed, not measured: 11 unconnected molecules or ions with the total composition C54H97F9NO13, with ωB97M-V with the def2-TZVPD basis set.

Calculated values
**HOMO**: -10.39 eV
**Max |F|**: 3.3 eV/A
**LUMO energy**: -2.515 eV

```
! wB97M-V def2-TZVPD RIJCOSX def2/J DEFGRID3
* xyz 1 1
C 0.46777 -4.13065 -2.06837
C 1.28517 -3.26312 -1.87232
C 2.31103 -2.20124 -1.43681
C 3.51762 -2.70439 -0.51451
O 4.41239 -3.57884 -1.19565
C 4.65939 -4.81093 -0.47276
C 3.32748 -5.66234 -0.50942
O 3.52790 -7.04976 -0.23956
C 2.33811 -7.79877 -0.59486
C 1.09276 -7.45569 0.30968
O -0.07000 -8.23472 0.02648
C -0.98079 -7.54510 -0.84724
C -1.88460 -6.47125 -0.12472
C 1.77153 -0.80174 -0.83267
C 0.23754 -0.66389 -0.46974
C -0.57475 0.37897 -1.34433
C -0.69952 1.79314 -0.66382
F -0.49165 2.73019 -1.70396
F 0.36985 2.03560 0.23705
C -2.14037 2.14472 -0.06997
F -3.11226 1.99067 -1.04873
F -2.13290 3.54086 0.17859
C -2.50502 1.48135 1.31034
F -1.53468 1.66482 2.29439
F -3.65020 2.16581 1.77643
C -2.88452 -0.05763 1.30694
F -3.97374 -0.20399 2.15634
F -1.90876 -0.87394 1.85748
F -3.27158 -0.57556 0.10402
C 2.54561 0.40442 -1.53550
N 3.42270 -0.33048 -2.50554
C 2.88262 -1.70474 -2.87207
C 1.80793 -1.46493 -3.99903
C 1.71674 -2.60808 -5.08372
C 3.10862 -3.16150 -5.58590
C 4.22209 -2.05872 -5.85112
C 5.61203 -2.50769 -5.16077
H -0.16980 -4.86649 -2.60927
H 4.12593 -1.77778 -0.23553
H 3.13373 -3.10855 0.46943
H 5.53343 -5.33927 -0.95053
H 4.98526 -4.51820 0.56974
H 2.85384 -5.49854 -1.52165
H 2.65618 -5.23726 0.30448
H 2.12540 -7.55603 -1.68396
H 2.58965 -8.90085 -0.57788
H 0.81192 -6.36018 0.18852
H 1.42164 -7.58446 1.38677
H -1.65629 -8.33093 -1.28954
H -0.40302 -7.10098 -1.71912
H -1.26215 -5.80145 0.54315
H -2.34480 -5.82492 -0.93082
H -2.71372 -6.93040 0.47551
H 2.26496 -0.80471 0.19193
H 0.19616 -0.36619 0.62254
H -0.33531 -1.64023 -0.51726
H -0.02435 0.54058 -2.32255
H -1.59200 -0.00397 -1.66265
H 1.96721 1.20024 -2.07350
H 3.22109 0.87940 -0.77878
H 3.75906 0.18732 -3.33691
H 4.29605 -0.54463 -1.99281
H 3.82069 -2.22134 -3.20688
H 2.12335 -0.52087 -4.54979
H 0.76932 -1.25612 -3.61190
H 1.18577 -3.48031 -4.58771
H 1.05611 -2.30699 -5.94235
H 2.90951 -3.66444 -6.58460
H 3.54571 -3.97787 -4.93347
H 4.41696 -1.99211 -6.95454
H 3.96643 -1.02691 -5.50245
H 6.20760 -3.01875 -5.96380
H 6.14022 -1.57907 -4.77777
H 5.43455 -3.19806 -4.28392
C 4.86577 2.71593 -8.04375
C 4.73145 1.23632 -7.79964
O 4.63935 0.78747 -6.67192
C 4.71591 0.33625 -9.00719
H 4.86281 3.24210 -7.08847
H 5.80719 2.92441 -8.55542
H 4.02529 3.07196 -8.64247
H 5.65073 0.44096 -9.56081
H 3.86889 0.58844 -9.64778
H 4.61455 -0.70027 -8.68560
C 2.44664 5.80825 2.07987
C 2.11719 5.42735 0.66050
O 2.98615 5.30525 -0.18076
C 0.66559 5.20245 0.32306
H 3.52552 5.93831 2.17965
H 1.95565 6.74939 2.33516
H 2.12459 5.01741 2.76086
H 0.09794 6.11740 0.50343
H 0.26632 4.38648 0.92641
H 0.57298 4.93450 -0.73010
C 7.34047 4.90505 4.22514
C 6.52002 5.68175 3.22823
O 5.45854 6.18439 3.53879
C 7.07006 5.80913 1.83287
H 6.82550 4.89419 5.18691
H 7.46554 3.87594 3.88280
H 8.31506 5.37943 4.35374
H 7.18326 4.81936 1.38615
H 8.03248 6.32266 1.86001
H 6.37795 6.39150 1.22260
C -1.85062 4.63782 6.07065
C -1.99969 3.15962 6.32497
O -2.07332 2.71682 7.45054
C -2.05386 2.25193 5.12125
H -1.82594 5.16743 7.02337
H -0.91725 4.83165 5.53765
H -2.69962 5.00326 5.48860
H -1.12741 2.34380 4.55264
H -2.91012 2.50747 4.49422
H -2.16141 1.21904 5.45621
C 11.14250 7.48917 4.14065
C 11.33770 6.62655 2.92056
O 10.42090 5.98644 2.44599
C 12.71553 6.58989 2.31280
H 10.10502 7.42030 4.47051
H 11.79043 7.14332 4.94832
H 11.36479 8.53031 3.89961
H 13.43272 6.20442 3.03999
H 13.00698 7.59154 1.99130
H 12.70975 5.93106 1.44378
C -5.94441 3.44301 4.31978
C -6.64453 4.76331 4.11910
O -6.31406 5.75129 4.73956
C -7.76945 4.80427 3.11771
H -5.15918 3.56157 5.06820
H -6.65842 2.69832 4.67665
H -5.48975 3.11518 3.38267
H -8.56193 4.11622 3.41974
H -7.39526 4.53810 2.12680
H -8.18027 5.81365 3.07695
C -6.44365 -7.21728 0.78053
C -5.54531 -8.10402 -0.04246
O -4.65245 -7.64071 -0.72314
C -5.79894 -9.58791 0.01301
H -6.14706 -6.17644 0.64481
H -7.47919 -7.33172 0.45466
H -6.35147 -7.47297 1.83785
H -6.80611 -9.80683 -0.34676
H -5.67834 -9.94798 1.03652
H -5.07973 -10.10164 -0.62584
C -10.97194 5.27560 0.56945
C -11.11078 3.80018 0.82905
O -11.20170 3.36153 1.95818
C -11.13274 2.88607 -0.36974
H -10.97123 5.81085 1.51935
H -10.02916 5.47513 0.05378
H -11.81083 5.62755 -0.02850
H -10.19871 2.98109 -0.92717
H -11.98066 3.13420 -1.01084
H -11.23721 1.85313 -0.03489
C 6.00177 -8.98615 0.79108
C 5.34124 -10.33419 0.65478
O 4.44213 -10.51850 -0.13945
C 5.84133 -11.44354 1.54350
H 5.54157 -8.28726 0.09254
H 5.86660 -8.60717 1.80618
H 7.06536 -9.06798 0.55698
H 5.69993 -11.17286 2.59168
H 6.89748 -11.63342 1.34294
H 5.27680 -12.35363 1.33784
C -14.91629 5.99982 2.65773
C -14.74517 6.61107 1.29144
O -13.72865 6.44366 0.64882
C -15.88481 7.43770 0.75466
H -14.02020 5.43333 2.91536
H -15.05983 6.78597 3.40155
H -15.77159 5.32144 2.65724
H -16.07109 8.28727 1.41441
H -16.78277 6.82272 0.67020
H -15.62365 7.81388 -0.23514
*
```

Here are the Löwdin charges for atoms 1 to 99, given in e: 0.137, -0.066, -0.234, -0.151, -0.166, -0.128, -0.195, -0.171, -0.152, -0.196, -0.158, -0.251, -0.088, -0.170, -0.111, -0.060, -0.311, 0.054, 0.062, -0.250, 0.130, 0.092, -0.218, 0.109, 0.094, -0.396, 0.128, 0.124, 0.148, -0.036, 0.066, -0.162, -0.131, -0.173, -0.193, -0.241, -0.099, 0.080, 0.139, 0.150, 0.143, 0.137, 0.123, 0.124, 0.129, 0.128, 0.097, 0.145, 0.127, 0.101, 0.071, 0.078, 0.062, 0.138, 0.115, 0.122, 0.116, 0.135, 0.139, 0.150, 0.187, 0.174, 0.138, 0.122, 0.122, 0.095, 0.122, 0.118, 0.108, 0.085, 0.053, 0.080, 0.074, 0.058, -0.018, -0.482, 0.032, -0.009, 0.083, 0.092, 0.091, 0.094, 0.093, 0.063, -0.014, -0.498, 0.052, -0.033, 0.056, 0.093, 0.087, 0.095, 0.062, 0.074, -0.018, -0.492, 0.048, -0.017, 0.083